ORCA calculation (wB97M-V/def2-TZVPD) on C23H21N6ORhS as an isolated structure.

```
53
Properties=species:S:1:pos:R:3:lowdin_charge:R:1
Rh 2.20606 -1.25401 0.82997 1.01
C -1.51954 -4.53100 -1.58507 -0.02
C -0.75875 -4.55431 -0.42277 -0.04
C 0.21856 -3.59523 -0.22597 -0.04
C 0.42174 -2.62780 -1.20902 -0.24
C -0.32312 -2.60318 -2.38919 0.01
C -1.30267 -3.56101 -2.56150 -0.03
N 1.45230 -1.68859 -0.98041 -0.06
N 1.86768 -1.01873 -1.94291 0.16
C 2.85953 -0.09044 -1.62196 -0.28
C 3.44865 0.65785 -2.62148 0.05
C 4.44365 1.55666 -2.25800 0.01
C 4.78411 1.68102 -0.92058 0.01
C 4.14944 0.89732 0.02948 -0.07
N 3.20999 0.01836 -0.32384 -0.03
H -2.28506 -5.27958 -1.73830 0.12
H -0.91923 -5.32186 0.32100 0.12
H 0.83580 -3.62944 0.66510 0.09
H -0.14014 -1.85056 -3.14179 0.12
H -1.89686 -3.56251 -3.46465 0.12
H 3.12687 0.52444 -3.64394 0.14
H 4.94041 2.15226 -3.01131 0.14
H 5.54736 2.37319 -0.59473 0.13
H 4.37901 0.98184 1.08199 0.11
C -3.75351 1.46294 0.90129 0.04
N -2.59041 0.63178 1.20129 -0.03
N -1.32027 0.98670 0.82536 0.07
C -0.51073 -0.08709 1.01552 -0.34
O 0.76589 0.10392 0.82910 -0.14
C -1.29109 -1.15076 1.46375 0.05
C -2.58548 -0.66093 1.55840 -0.22
C -3.83153 -1.36162 1.96179 0.02
C -0.93302 2.33980 0.57850 -0.21
C -0.23272 2.62772 -0.58337 -0.01
C 0.15099 3.93754 -0.82295 -0.06
C -0.17632 4.93769 0.08398 -0.05
C -0.87858 4.63200 1.24176 -0.04
C -1.25469 3.32317 1.50264 -0.01
H -3.45525 2.25244 0.21835 0.10
H -4.15053 1.90266 1.81396 0.11
H -4.50943 0.84416 0.42412 0.10
H -0.96106 -2.13079 1.75434 0.09
H -3.58507 -2.31504 2.42139 0.10
H -4.46591 -1.55388 1.09445 0.10
H -4.40229 -0.76920 2.67621 0.10
H -0.01569 1.84057 -1.29472 0.11
H 0.68747 4.18220 -1.72974 0.11
H 0.11124 5.96094 -0.11505 0.12
H -1.12821 5.41053 1.94920 0.12
H -1.77255 3.07053 2.41927 0.13
S 3.82637 -1.56106 2.45599 0.73
C 2.32295 -2.11896 2.96946 -0.77
N 1.19363 -2.41267 2.91561 0.12
```

The value obtained for the orbital gap is 6.29 eV. Its total charge is +2.

***

ORCA calculation (wB97M-V/def2-TZVPD) on a 5-piece molecular cluster, CH12O5 overall in a non-equilibrium geometry.

```
18
Properties=species:S:1:pos:R:3:lowdin_charge:R:1
O 1.06983 -0.38502 0.70478 0.14
H 0.76240 0.42295 0.10293 0.07
H 0.33030 -0.69930 1.29800 0.08
H 1.43946 -1.13131 0.16230 0.07
C -0.18140 1.11698 -1.97248 -0.32
O 0.24989 1.61211 -0.73755 -0.39
H 0.61327 1.15578 -2.73416 0.05
H -0.64834 0.12650 -1.84145 0.06
H -0.95758 1.76324 -2.42188 0.06
O -0.92823 -0.54196 2.36272 -0.04
H -1.03780 -0.50504 3.31599 0.07
H -1.61523 0.04459 1.99422 0.03
O -2.12202 1.45926 0.90284 -0.08
H -1.35461 1.55737 0.28565 0.02
H -2.75474 2.12331 0.62042 0.05
O 2.22433 -2.44026 -0.44054 -0.02
H 2.11063 -2.50491 -1.39643 0.08
H 2.79984 -3.17429 -0.20535 0.08
```

The value obtained for the orbital gap is 7.78 eV.

***

ORCA calculation (wB97M-V/def2-TZVPD) on C37H103BF3N9O12PtS as an isolated structure in a non-equilibrium geometry.

```
167
Properties=species:S:1:pos:R:3:lowdin_charge:R:1
Pt 0.60075 0.54031 0.88793 1.18
B 0.32042 -0.68633 -1.12981 -0.47
H 0.10749 -0.70545 -2.18742 -0.02
H 0.36770 -1.67332 -0.69638 -0.05
H 1.27190 -0.21456 -0.93913 -0.04
H -0.41881 -0.11390 -0.59118 -0.06
C 0.01667 1.66995 5.32292 -0.60
F 0.31134 2.14373 6.52566 0.15
F 0.16666 0.31680 5.43969 0.09
F -1.23026 1.97117 4.90150 0.12
S 1.26758 2.24946 4.02814 0.55
O 0.79917 1.61489 2.78233 -0.43
O 1.16399 3.73134 3.99189 -0.32
O 2.57470 1.73986 4.42405 -0.32
C -1.26452 -2.90758 2.76024 -0.02
C -0.94488 -1.68791 1.91720 -0.42
C -1.66067 -0.46282 2.38518 -0.13
O -1.27586 0.72941 1.60517 -0.36
C -2.22744 1.75964 1.86557 -0.07
N 0.49422 -1.49438 1.92532 0.03
H -1.05776 -2.89343 3.83036 0.09
H -0.70284 -3.78970 2.45282 0.06
H -2.31418 -3.20063 2.78103 0.08
H -1.20262 -1.62992 0.85970 0.09
H -1.51459 -0.28768 3.45105 0.13
H -2.69155 -0.75328 2.18268 0.14
H -2.00214 2.68426 1.33414 0.07
H -2.27374 2.12817 2.89034 0.09
H -3.19825 1.47963 1.45666 0.09
H 0.86031 -2.19238 1.29375 0.05
H 0.84943 -1.86270 2.79611 0.06
C 1.06620 3.45936 -2.47306 -0.03
C 1.61927 2.80208 -1.19433 -0.37
C 2.60898 3.66820 -0.44458 -0.17
O 3.28298 3.01208 0.62398 -0.22
C 3.91211 3.88991 1.53899 -0.09
N 0.47990 2.38446 -0.35548 -0.01
H 0.37274 2.81699 -3.01580 0.06
H 1.90662 3.66096 -3.13726 0.08
H 0.57116 4.39432 -2.21060 0.06
H 2.13651 1.90163 -1.52563 0.12
H 2.04421 4.47441 0.02355 0.11
H 3.23893 4.19224 -1.16335 0.13
H 4.50674 3.28542 2.22391 0.09
H 3.35942 4.34565 2.36054 0.08
H 4.48627 4.68395 1.06157 0.09
H 0.03380 3.28092 -0.22337 0.03
H -0.10569 1.86727 -0.99555 0.03
C -4.62816 -3.50053 0.14832 -0.04
C -3.93922 -3.05891 -1.13097 -0.45
C -4.92799 -2.71772 -2.36298 -0.12
O -5.82668 -3.86234 -2.66324 -0.23
C -6.38364 -3.76848 -4.02948 -0.08
N -3.16199 -1.91746 -0.88093 0.06
H -5.22501 -4.39206 -0.04415 0.08
H -5.26407 -2.67043 0.45598 0.08
H -3.83374 -3.53961 0.89362 0.06
H -3.21411 -3.83309 -1.38190 0.13
H -4.47218 -2.38962 -3.29716 0.10
H -5.61138 -1.92225 -2.06582 0.12
H -5.55334 -3.84773 -4.73120 0.08
H -6.88120 -2.79930 -4.06476 0.08
H -7.17503 -4.47258 -4.28649 0.08
H -2.42492 -2.32900 -0.32644 0.04
H -2.75336 -1.46650 -1.68701 0.07
C 4.45061 0.06372 -0.62629 -0.04
C 4.07285 -0.46593 0.73969 -0.35
C 5.17183 -0.43431 1.79893 -0.27
O 4.79980 -0.97557 2.95351 -0.21
C 5.77424 -0.86535 4.01408 -0.04
N 2.91725 0.35632 1.25700 0.02
H 5.39535 -0.44361 -0.82168 0.08
H 4.55973 1.14668 -0.68439 0.07
H 3.68094 -0.15796 -1.36558 0.07
H 3.79863 -1.51826 0.66564 0.13
H 5.58257 0.56881 1.91354 0.14
H 5.95550 -1.09901 1.43542 0.13
H 6.77455 -0.98159 3.59700 0.09
H 5.63376 -1.57694 4.82772 0.08
H 5.81867 0.15210 4.40256 0.10
H 3.04410 -0.02062 2.18540 0.04
H 3.15679 1.33745 1.24587 0.04
C 2.53251 -3.51487 5.25534 -0.03
C 2.18713 -2.04857 5.47139 -0.42
C 3.03142 -1.39546 6.56611 -0.16
O 2.58423 -1.73458 7.91810 -0.20
C 3.27350 -1.09078 8.96767 -0.13
N 2.20371 -1.19638 4.28765 0.06
H 1.98026 -3.94421 4.41941 0.06
H 2.15361 -4.02139 6.14302 0.09
H 3.60107 -3.57167 5.04788 0.08
H 1.13767 -1.97194 5.75576 0.12
H 3.01171 -0.30785 6.49664 0.12
H 4.09920 -1.61307 6.59091 0.11
H 2.89242 -0.07029 8.92924 0.08
H 4.35852 -0.99728 8.92208 0.08
H 2.95956 -1.46196 9.94325 0.09
H 2.18952 -0.22979 4.58024 0.02
H 3.09313 -1.32482 3.82665 0.05
C -0.07441 -4.75621 -0.24451 -0.03
C 1.34553 -4.59502 0.41645 -0.43
C 2.26936 -5.89077 0.30555 -0.19
O 2.05993 -6.98868 1.13393 -0.19
C 1.68177 -6.71316 2.50778 -0.08
N 1.93955 -3.54869 -0.29224 0.03
H 0.06012 -4.63554 -1.31943 0.08
H -0.55298 -3.78348 -0.13110 0.04
H -0.74507 -5.55611 0.06930 0.08
H 1.20637 -4.17953 1.41450 0.09
H 3.34047 -5.69649 0.36099 0.12
H 2.20967 -6.29275 -0.70585 0.12
H 2.42793 -6.00118 2.86054 0.08
H 1.88602 -7.54456 3.18245 0.08
H 0.66331 -6.35181 2.65006 0.08
H 1.29542 -2.82602 -0.58026 0.01
H 2.07621 -4.02940 -1.16994 0.08
C -0.26411 6.08746 1.01645 -0.04
C -1.63553 5.43533 0.52253 -0.35
C -2.46904 6.57088 -0.08845 -0.23
O -3.76579 6.06069 -0.41609 -0.17
C -4.14990 6.54866 -1.75245 -0.09
N -1.21841 4.54261 -0.53372 0.03
H 0.37210 6.50367 0.23537 0.07
H 0.42247 5.33528 1.40497 0.05
H -0.26391 6.78776 1.85173 0.08
H -2.23228 4.96608 1.30470 0.14
H -1.95052 7.01222 -0.93961 0.11
H -2.55820 7.47528 0.51340 0.12
H -4.26838 7.61510 -1.94419 0.09
H -5.08268 6.01389 -1.93140 0.08
H -3.54595 6.13252 -2.55877 0.07
H -1.14356 5.13089 -1.35129 0.08
H -1.93543 3.93090 -0.89676 0.05
C -3.46226 2.03884 -1.40771 -0.05
C -3.12428 1.29595 -2.60750 -0.43
C -3.60863 1.70083 -3.94434 -0.19
O -5.02536 1.64352 -4.07245 -0.16
C -5.43465 1.96775 -5.33117 -0.16
N -1.65934 1.27971 -2.50227 0.06
H -2.98554 1.48892 -0.59627 0.07
H -4.54853 1.99051 -1.33169 0.10
H -3.29820 3.11516 -1.45988 0.07
H -3.48698 0.27188 -2.51905 0.12
H -3.22460 1.04086 -4.72220 0.11
H -3.27116 2.71212 -4.17131 0.14
H -5.39645 3.02803 -5.58107 0.09
H -6.49797 1.81178 -5.14916 0.09
H -5.13294 1.39776 -6.20991 0.09
H -1.09034 1.28309 -3.33673 0.05
H -1.37305 0.42919 -2.03886 0.01
C -1.15539 -0.60047 -5.65915 -0.07
C 0.17856 -1.32173 -5.90116 -0.38
C 1.02926 -1.08768 -7.25949 -0.22
O 1.06326 0.24817 -7.56318 -0.18
C 1.37404 0.46290 -8.95754 -0.07
N 1.03742 -1.03097 -4.78894 0.03
H -1.92655 -1.19542 -5.16982 0.07
H -1.73609 -0.45692 -6.57035 0.07
H -1.14031 0.26407 -4.99549 0.04
H -0.01912 -2.38100 -5.73701 0.12
H 0.53250 -1.62256 -8.06895 0.10
H 1.97446 -1.62720 -7.19929 0.12
H 2.42776 0.26174 -9.15068 0.09
H 1.33437 1.52781 -9.18666 0.09
H 0.68870 -0.14776 -9.54534 0.09
H 1.61598 -0.25812 -5.08566 0.07
H 0.62867 -0.71640 -3.92057 0.02
```

Its multiplicity is 3. The value obtained for the orbital gap (alpha / beta) is 7.14 / 8.28 eV. The expectation value of S² is 2.00.

***

ORCA calculation (wB97M-V/def2-TZVPD) on a 2-piece molecular cluster, C5H12NO3P overall in a non-equilibrium geometry.

```
22
Properties=species:S:1:pos:R:3:lowdin_charge:R:1
C 4.02510 -0.89678 -0.27611 -0.13
O 2.83216 -0.70277 -1.01169 -0.26
P 1.50226 -0.28295 -0.18419 0.48
O 0.50900 0.30952 -1.06071 -0.28
O 1.99761 0.71683 0.92312 -0.28
C 0.88659 1.29320 1.62681 -0.10
H 4.35119 0.03115 0.05061 0.06
H 4.73393 -1.29222 -0.88821 0.05
H 3.92527 -1.64594 0.56778 0.11
H 1.22582 -1.57935 0.52322 0.10
H -0.05006 1.16009 0.97600 0.09
H 1.06558 2.36191 1.65508 0.08
H 0.97757 0.99674 2.68963 0.10
C -3.81042 -0.70805 -0.04699 -0.09
C -2.52486 -0.06301 -0.46898 -0.29
C -2.48355 0.79653 -1.65853 -0.20
N -2.48315 1.54744 -0.68360 0.15
H -4.38560 -1.01962 -0.90372 0.07
H -4.43270 0.01539 0.46477 0.07
H -3.59996 -1.48736 0.69005 0.07
H -1.59448 -0.48401 -0.20743 0.05
H -2.66732 0.93326 -2.77688 0.13
```

The value obtained for the orbital gap is 10.13 eV.

***

It is found that the E values, taken in the order of the records, are -49006.6384, -11468.0350, -100916.8865, -22299.3397 eV.
It is found that the molecular weight values, taken in the order of the records, are 532.43, 104.10, 1161.23, 165.13 g mol⁻¹.